ORCA calculation (ωB97M-V with the def2-TZVPD basis set) on C17H16Cl5MnO6S2 as an isolated structure.

Summary:
⟨S²⟩ = 6.08
ΔE to the lowest compared entry with this formula, charge and spin = 0.549 eV
Largest force on an atom = 0.016 hartree/bohr
DFT total energy = -145777.368 eV
HOMO (spin up / spin down) = -8.838 / -8.825 eV
LUMO (spin up / spin down) = -0.0403 / -0.0049 hartree
Spin multiplicity = 5

```
47
Properties=species:S:1:pos:R:3:lowdin_spin:R:1
Mn 0.07 -1.08 1.31 3.926
Cl 1.07 0.08 4.31 0.008
C -0.44 0.71 3.75 0.004
C -0.89 0.34 2.49 -0.076
C -2.05 0.97 2.03 0.005
Cl -2.61 0.64 0.42 0.006
C -2.78 1.86 2.80 -0.005
Cl -4.22 2.58 2.21 -0.003
C -2.32 2.17 4.09 0.014
Cl -3.22 3.25 5.07 0.005
C -1.14 1.60 4.56 -0.006
Cl -0.57 2.02 6.12 -0.003
O 1.26 -2.49 0.66 0.012
S 1.58 -2.91 2.11 0.014
O 1.72 -4.32 2.25 -0.008
O 2.65 -2.05 2.55 0.013
O 0.22 -2.42 2.71 -0.008
C -2.62 -3.32 2.17 0.001
C -2.18 -3.21 0.74 0.009
C -2.52 -4.33 -0.20 0.003
O -1.58 -2.23 0.32 0.042
H -3.68 -3.58 2.21 0.000
H -2.42 -2.40 2.71 0.000
H -2.07 -4.14 2.63 0.000
H -2.87 -5.22 0.31 0.000
H -1.63 -4.55 -0.79 0.000
H -3.29 -3.98 -0.89 0.000
C 1.52 4.17 -5.24 0.000
C 1.50 3.04 -4.25 0.000
C 1.53 1.71 -4.66 0.000
C 1.50 0.68 -3.74 0.000
C 1.46 0.98 -2.39 0.000
C 1.42 2.30 -1.95 0.000
C 1.43 3.31 -2.88 0.000
S 1.46 -0.38 -1.25 0.007
C 3.17 -0.35 -0.70 0.002
O 0.69 0.19 -0.05 0.038
H 1.53 3.80 -6.27 0.000
H 2.40 4.79 -5.10 0.000
H 0.64 4.81 -5.12 0.000
H 1.57 1.48 -5.72 0.000
H 1.51 -0.35 -4.07 0.000
H 1.35 2.51 -0.89 0.000
H 1.38 4.34 -2.55 0.000
H 3.40 0.66 -0.37 0.000
H 3.80 -0.62 -1.55 0.000
H 3.27 -1.07 0.11 0.000
```



ORCA calculation (ωB97M-V with the def2-TZVPD basis set) on one molecule with the formula C17H16ClN5O2.

Summary:
Structure (SMILES) = COc1ccccc1NC(=O)[C@@H](Cc1ccc(Cl)cc1)c1nn[nH]n1
ΔE to the lowest compared entry with this formula, charge and spin = 0.150 eV
Largest force on an atom = 0.025 hartree/bohr
DFT total energy = -41956.243 eV
HOMO = -8.108 eV
LUMO = 0.0276 hartree

```
41
Properties=species:S:1:pos:R:3:nbo_charge:R:1
C 1.59 -0.64 -3.29 -0.249
H 0.81 -1.14 -3.86 0.203
O 1.16 -0.68 -1.96 -0.527
C 1.97 -0.12 -1.00 0.340
C 3.17 0.51 -1.24 -0.314
C 3.90 1.06 -0.19 -0.209
C 3.42 0.98 1.10 -0.220
C 2.22 0.34 1.36 -0.219
C 1.48 -0.21 0.32 0.090
N 0.25 -0.83 0.50 -0.639
C -0.55 -0.80 1.58 0.719
O -0.24 -0.44 2.69 -0.599
C -2.00 -1.25 1.27 -0.350
C -1.98 -2.63 0.75 0.278
N -2.40 -3.71 1.40 -0.246
N -2.14 -4.68 0.54 -0.161
N -1.60 -4.24 -0.58 -0.021
N -1.49 -2.97 -0.47 -0.297
H -2.34 -5.65 0.72 0.420
C -2.63 -0.28 0.23 -0.406
C -1.95 1.07 0.28 -0.050
C -2.02 1.86 1.42 -0.145
C -1.32 3.05 1.50 -0.237
C -0.55 3.45 0.43 -0.042
C -0.48 2.70 -0.73 -0.220
C -1.19 1.51 -0.80 -0.201
H -1.13 0.91 -1.69 0.218
H 0.12 3.02 -1.56 0.226
Cl 0.36 4.92 0.53 0.004
H -1.37 3.65 2.39 0.228
H -2.61 1.54 2.26 0.211
H -3.69 -0.17 0.45 0.229
H -2.52 -0.70 -0.77 0.226
H -2.55 -1.24 2.21 0.257
H -0.13 -1.23 -0.36 0.442
H 1.83 0.28 2.37 0.255
H 3.98 1.41 1.92 0.215
H 4.84 1.55 -0.40 0.213
H 3.56 0.59 -2.24 0.219
H 2.53 -1.16 -3.43 0.181
H 1.69 0.39 -3.65 0.176
```



ORCA calculation (ωB97M-V with the def2-TZVPD basis set) on a 2-piece molecular cluster, C17H16F2I3N2O7S overall.

Summary:
Total charge = +1
Largest force on an atom = 0.044 hartree/bohr
DFT total energy = -75762.647 eV
HOMO = -10.568 eV
LUMO = -0.1886 hartree

```
48
Properties=species:S:1:pos:R:3:nbo_charge:R:1
C -2.96 3.29 2.45 -0.719
C -1.45 3.00 2.53 0.796
O -0.97 2.35 3.42 -0.587
O -0.73 3.51 1.49 -0.515
C 0.65 3.15 1.55 -0.072
C 1.31 3.50 0.17 -0.471
C 2.02 2.31 -0.47 -0.037
C 1.56 1.54 -1.56 -0.035
C 0.25 1.88 -2.26 0.778
O -0.10 3.02 -2.41 -0.459
O -0.56 0.89 -2.81 -0.544
C -0.98 -0.12 -1.89 -0.066
I -1.46 0.60 0.07 0.153
C -2.29 -0.76 -2.57 -0.367
C -2.15 -2.29 -2.79 -0.655
I -4.03 -0.29 -1.39 0.151
C 2.38 0.45 -1.99 -0.245
I 1.92 -0.85 -3.60 0.322
C 3.57 0.21 -1.36 0.582
F 4.39 -0.74 -1.71 -0.243
N 4.01 0.97 -0.33 -0.181
N 5.27 0.71 0.26 -0.341
C 5.13 -0.19 1.12 0.170
S 4.82 -1.38 2.04 0.361
C 3.24 1.98 0.10 0.633
F 3.71 2.69 1.09 -0.242
H -3.11 4.27 2.92 0.254
H -3.54 2.50 2.93 0.249
H -3.21 3.29 1.38 0.235
H 1.11 3.78 2.33 0.207
H 0.83 2.09 1.79 0.201
H 0.62 4.03 -0.50 0.293
H 2.10 4.23 0.42 0.244
H -0.24 -0.93 -1.79 0.200
H -2.41 -0.30 -3.56 0.249
H -3.16 -2.73 -2.74 0.253
H -1.58 -2.72 -1.96 0.220
H -1.76 -2.55 -3.78 0.223
C -0.95 -4.82 2.24 -0.102
C -0.31 -4.53 0.91 -0.098
O -1.44 -4.31 0.06 -0.501
C -2.48 -3.93 0.85 0.964
O -3.51 -3.51 0.45 -0.559
O -2.18 -4.09 2.17 -0.479
H -0.35 -4.49 3.08 0.205
H -1.19 -5.88 2.37 0.195
H 0.30 -3.63 0.93 0.170
H 0.29 -5.36 0.54 0.208
```



ORCA calculation (ωB97M-V with the def2-TZVPD basis set) on a 2-piece molecular cluster, C17H16F2NS overall.

Summary:
Total charge = +1
ΔE to the lowest compared entry with this formula, charge and spin = 0.093 eV
Largest force on an atom = 0.038 hartree/bohr
DFT total energy = -35641.246 eV
HOMO = -11.307 eV
LUMO = -0.2136 hartree

```
37
Properties=species:S:1:pos:R:3:nbo_charge:R:1
C -2.11 0.27 2.40 -0.673
C -0.65 -0.02 2.42 0.168
N -0.04 -1.14 2.45 -0.491
C 1.46 -1.03 2.40 -0.252
C 1.85 0.45 2.39 -0.544
S 0.33 1.46 2.38 0.229
H -2.73 -0.63 2.40 0.216
H -2.35 0.87 3.29 0.248
H -2.33 0.88 1.51 0.252
H 1.92 -1.52 3.27 0.206
H 1.86 -1.51 1.50 0.209
H 2.40 0.75 3.29 0.233
H 2.40 0.73 1.49 0.235
F 3.37 -6.38 1.69 -0.292
C 2.15 -5.82 1.93 0.496
C 1.31 -5.56 0.84 -0.295
C 0.12 -4.89 1.09 -0.054
C -0.28 -4.48 2.40 -0.208
C -1.50 -3.77 2.50 0.200
C -2.31 -3.45 3.62 -0.202
C -3.66 -3.04 3.35 -0.067
C -4.55 -2.65 4.34 -0.296
C -4.09 -2.68 5.66 0.499
F -4.92 -2.23 6.65 -0.291
C -2.81 -3.10 6.00 -0.284
C -1.92 -3.47 4.99 -0.065
C 0.59 -4.83 3.47 -0.072
C 1.81 -5.47 3.24 -0.276
H 1.59 -5.86 -0.17 0.265
H -0.59 -4.73 0.27 0.231
H -1.95 -3.52 1.54 0.226
H -4.01 -3.11 2.31 0.231
H -5.56 -2.33 4.11 0.265
H -2.50 -3.14 7.05 0.263
H -0.94 -3.83 5.28 0.216
H 0.30 -4.66 4.50 0.215
H 2.48 -5.71 4.06 0.260
```



ORCA calculation (ωB97M-V with the def2-TZVPD basis set) on one molecule with the formula C17H16F3N5OS.

Summary:
Structure (SMILES) = CN1CCN(C(=O)c2cnn3c(C(F)(F)F)cc(-c4cccs4)nc23)CC1
Largest force on an atom = 0.027 hartree/bohr
DFT total energy = -46374.205 eV
HOMO = -8.343 eV
LUMO = -0.0289 hartree

```
43
Properties=species:S:1:pos:R:3:nbo_charge:R:1
C -2.86 -1.23 -0.74 -0.412
N -3.15 -0.73 0.59 -0.444
C -1.96 -0.43 1.37 -0.231
C -1.65 1.08 1.43 -0.236
N -2.05 1.70 0.19 -0.421
C -1.24 2.22 -0.75 0.671
O -1.67 2.70 -1.79 -0.615
C 0.22 2.23 -0.46 -0.259
C 1.12 1.17 -0.34 0.327
N 0.98 -0.15 -0.37 -0.425
C 2.05 -0.91 -0.24 0.214
C 3.35 -0.35 -0.06 -0.267
C 3.48 1.01 -0.04 0.138
N 2.38 1.78 -0.19 -0.149
N 2.30 3.09 -0.21 -0.271
C 1.02 3.37 -0.39 0.039
H 0.70 4.40 -0.45 0.223
C 4.80 1.72 0.15 0.968
F 4.80 2.49 1.25 -0.304
F 5.80 0.84 0.30 -0.316
F 5.12 2.49 -0.89 -0.301
H 4.21 -0.98 0.06 0.250
C 1.86 -2.33 -0.31 -0.258
C 0.72 -3.00 -0.66 -0.191
C 0.86 -4.40 -0.63 -0.256
C 2.12 -4.78 -0.26 -0.389
S 3.14 -3.45 0.05 0.449
H 2.50 -5.77 -0.16 0.241
H 0.08 -5.09 -0.88 0.231
H -0.18 -2.48 -0.94 0.240
C -3.48 1.65 -0.06 -0.246
C -4.07 0.39 0.60 -0.231
H -4.32 0.59 1.65 0.192
H -4.98 0.09 0.09 0.211
H -3.62 1.63 -1.14 0.235
H -3.96 2.55 0.33 0.197
H -0.58 1.24 1.60 0.227
H -2.20 1.55 2.24 0.191
H -2.11 -0.80 2.39 0.191
H -1.10 -0.96 0.94 0.214
H -2.40 -2.21 -0.65 0.192
H -2.21 -0.58 -1.33 0.178
H -3.81 -1.35 -1.28 0.201
```